A single C13H16N4O3S molecule. Source: OMol25; level of theory: the ωB97M-V functional and the def2-TZVPD basis.

XYZ file:
```
37
Properties=species:S:1:pos:R:3:lowdin_charge:R:1
C -5.2875 -0.7010 1.1967 -0.05
C -4.1535 -0.1102 0.4168 -0.28
C -4.2841 1.1415 -0.1765 -0.05
C -3.2437 1.6814 -0.9081 -0.07
C -2.0531 0.9929 -1.0655 -0.01
C -1.9116 -0.2574 -0.4779 -0.21
N -0.7402 -1.0274 -0.5855 0.14
C 0.4382 -0.7188 -1.1678 -0.42
O 0.6836 0.3400 -1.7188 0.05
C 1.4981 -1.8143 -1.0318 -0.11
N 2.3995 -1.5790 0.0671 -0.28
C 1.8726 -1.4143 1.3950 -0.09
S 3.8702 -0.8376 -0.2242 0.67
O 4.7785 -1.3194 0.7688 -0.27
O 4.1636 -1.0396 -1.6109 -0.27
C 3.6298 0.8845 0.0847 -0.32
C 4.1509 1.7189 1.0413 -0.12
N 3.6946 2.9765 0.8441 0.06
C 2.9175 2.9161 -0.2068 -0.18
N 2.8489 1.6695 -0.7150 0.10
C -2.9628 -0.7995 0.2577 0.01
H -5.7136 0.0389 1.8710 0.08
H -4.9604 -1.5593 1.7778 0.07
H -6.0766 -1.0260 0.5187 0.09
H -5.2070 1.6900 -0.0613 0.11
H -3.3551 2.6529 -1.3654 0.11
H -1.2462 1.4164 -1.6376 0.10
H -0.8052 -1.9353 -0.1439 0.14
H 2.1252 -1.8147 -1.9264 0.12
H 1.0332 -2.8006 -0.9136 0.13
H 1.2534 -0.5145 1.5013 0.10
H 2.7303 -1.3381 2.0596 0.09
H 1.2856 -2.2911 1.6756 0.10
H 4.8202 1.4746 1.8398 0.11
H 2.3951 3.7530 -0.6246 0.12
H 2.2580 1.3257 -1.4665 0.12
H -2.8462 -1.7747 0.7123 0.12
```

## Properties
- LUMO (eV) = 0.32
- HOMO-LUMO gap (eV) = 9.426
- SMILES string = Cc1cccc(NC(=O)CN(C)S(=O)(=O)c2cnc[nH]2)c1
- highest occupied orbital energy (eV) = -9.10